1.
C6H9N in the gas phase, computed with the ωB97M-V functional and the def2-TZVPD basis.

Calculated values
Frontier orbital gap   8.24 eV
LUMO energy   0.53 eV
Energy above the lowest of the compared OMol25 structures with the same formula, charge and spin   69.1 kcal per mole
E   -7855.163 eV
HOMO energy   -7.7 eV

Positions of all 16 atoms, in Å:
C: -0.4490 -1.5673 -0.8191
C: 0.0911 -0.3108 -0.1454
C: 1.0606 0.5577 -0.9029
C: 0.9222 -0.6826 1.1109
C: 0.5635 1.8537 -0.6920
C: -0.6745 1.8260 -0.0396
N: -1.0197 0.5859 0.2667
H: 0.3918 -2.1608 -1.1878
H: -1.1074 -1.3407 -1.6631
H: -1.0097 -2.1756 -0.0961
H: 1.5170 -1.5724 0.8998
H: 0.2695 -0.8773 1.9660
H: 1.6192 0.1183 1.3671
H: 1.0525 2.7810 -0.9713
H: -1.3286 2.6543 0.2279
H: -1.8985 0.3107 0.6788

2.
C2H2F5P in the gas phase in a non-equilibrium geometry, computed with the ωB97M-V functional and the def2-TZVPD basis.

Calculated values
Frontier orbital gap   11.90 eV
LUMO energy   0.77 eV
Energy above the lowest of the compared OMol25 structures with the same formula, charge and spin   15.8 kcal per mole
E   -24981.206 eV
HOMO energy   -11.1 eV
SMILES   FC(F)(F)C(F)(F)P

Positions of all 10 atoms, in Å:
C: -1.1549 -0.3450 -0.0042
C: -0.0097 0.5851 -0.0781
F: -2.3161 -0.0076 -0.5562
F: -1.5373 -0.7622 1.1740
F: -0.6382 -1.4420 -0.6096
F: -0.1692 1.8788 0.6331
F: 0.1312 0.9305 -1.3709
P: 1.3355 -0.4624 0.7574
H: 2.3120 0.6356 0.5288
H: 2.0467 -1.0109 -0.4743

3.
A molecular structure, C6H19AlBr4Cl4FN2O7P2 in a non-equilibrium geometry, computed with the ωB97M-V functional and the def2-TZVPD basis.

Calculated values
Charge   -3
Frontier orbital gap   1.28 eV
LUMO energy   2.06 eV
E   -381987.043 eV
HOMO energy   0.8 eV

Positions of all 46 atoms, in Å:
C: 0.8040 0.2086 1.8127
P: 1.8240 -1.1947 1.3312
C: 3.4635 -0.5656 0.7686
O: 3.3102 0.8241 0.5339
N: 3.7050 1.2327 -0.8451
O: 2.7934 1.1197 -1.5603
H: 1.3747 0.9725 2.3350
H: -0.0843 -0.0772 2.3696
H: 0.4693 0.6551 0.8712
H: 1.9141 -2.1487 2.3548
H: 1.2225 -1.8461 0.0827
H: 4.2658 -0.7401 1.4855
H: 3.7555 -1.0953 -0.2230
Cl: 1.3723 -3.0404 -1.2296
Al: -0.8488 -3.2603 -0.2951
C: 2.0185 2.9649 5.5358
C: 0.7059 2.4844 4.8512
O: 0.8163 1.1848 4.5351
H: 2.8737 2.8546 4.8623
H: 1.9376 4.0266 5.8056
H: 2.2174 2.4027 6.4528
H: 0.5299 3.1922 4.0229
H: -0.1140 2.7803 5.5825
Br: 4.9817 -0.7537 -1.7496
Cl: -1.5543 4.2679 5.1728
C: -3.7538 -0.6166 -1.4341
Cl: -4.3285 -0.0527 0.1335
Cl: -2.0407 -0.2112 -1.7031
H: -3.7930 -1.7046 -1.4703
H: -4.3533 -0.1615 -2.2120
C: 7.8323 2.6969 -1.2921
Br: 6.0846 1.8486 -1.2524
Br: 8.9938 2.0218 0.1024
Br: 8.6796 2.5532 -3.0327
H: 7.7079 3.7530 -1.1014
N: -6.1706 -0.9716 -4.9620
H: -5.3483 -0.3779 -4.9809
H: -6.3226 -1.3704 -5.8790
H: -6.0014 -1.7387 -4.2872
H: -7.0586 -0.3710 -4.7125
F: -8.4360 0.0066 -4.9339
O: -4.5187 -5.5404 -3.1449
P: -5.0966 -4.3459 -2.3745
O: -3.9477 -3.7110 -1.5710
O: -6.1706 -4.7993 -1.3801
O: -5.7118 -3.3569 -3.3752

4.
C21H21N3O2S2 in the gas phase in a non-equilibrium geometry, computed with the ωB97M-V functional and the def2-TZVPD basis.

Calculated values
Frontier orbital gap   7.60 eV
LUMO energy   -0.68 eV
Energy above the lowest of the compared OMol25 structures with the same formula, charge and spin   0.0 kcal per mole
E   -52355.488 eV
HOMO energy   -8.3 eV
SMILES   CCc1ccc(/C=C2\SC(=S)N(CCCC(=O)Nc3ccccn3)C2=O)cc1

Positions of all 49 atoms, in Å:
C: -5.3521 -1.8989 -4.4055
H: -5.5485 -0.8409 -4.2478
H: -5.7594 -2.1884 -5.3711
H: -5.8649 -2.4615 -3.6287
C: -3.8472 -2.1744 -4.3576
C: -3.2869 -1.7731 -3.0259
C: -2.8518 -0.4705 -2.8023
C: -2.3589 -0.0852 -1.5738
C: -2.2883 -0.9974 -0.5158
C: -2.7570 -2.2994 -0.7355
C: -3.2388 -2.6784 -1.9698
H: -3.5815 -3.6917 -2.1235
H: -2.7167 -3.0162 0.0714
C: -1.7252 -0.6828 0.7699
C: -0.9342 0.3497 1.1231
C: -0.3274 0.4149 2.4589
O: -0.6308 -0.2438 3.4218
N: 0.6805 1.3738 2.4744
C: 0.8074 2.1545 1.3726
S: 1.8551 3.3927 1.1993
S: -0.3369 1.6661 0.1318
C: 1.5333 1.5264 3.6349
C: 2.9635 1.0477 3.3765
C: 3.0553 -0.4507 3.0757
C: 2.3083 -0.8993 1.8297
O: 1.4592 -1.7616 1.8561
N: 2.6979 -0.2593 0.6881
C: 2.1443 -0.3597 -0.5863
N: 2.6098 0.5587 -1.4256
C: 2.1225 0.5950 -2.6520
C: 1.1510 -0.2799 -3.1090
C: 0.6885 -1.2546 -2.2365
C: 1.1894 -1.3089 -0.9494
H: 0.8543 -2.0467 -0.2414
H: -0.0582 -1.9679 -2.5536
H: 0.7720 -0.2071 -4.1157
H: 2.5336 1.3678 -3.2875
H: 3.4039 0.4647 0.7414
H: 2.6418 -1.0207 3.9098
H: 4.1057 -0.7274 2.9569
H: 3.5453 1.2566 4.2758
H: 3.3928 1.6381 2.5650
H: 1.5507 2.5834 3.9161
H: 1.0660 0.9372 4.4284
H: -1.8932 -1.4049 1.5613
H: -2.0413 0.9354 -1.4292
H: -2.8966 0.2492 -3.6069
H: -3.6710 -3.2380 -4.5299
H: -3.3541 -1.6108 -5.1522

5.
A molecular structure, C32H39BF4MnN4O2Si, computed with the ωB97M-V functional and the def2-TZVPD basis.

Calculated values
Frontier orbital gap (spin up / spin down)   5.10 / 7.48 eV
LUMO energy (spin up / spin down)   -0.57 / -0.72 eV
2S+1   6
E   -94623.599 eV
HOMO energy (spin up / spin down)   -5.7 / -8.2 eV

Positions of all 84 atoms, in Å:
Mn: -0.7465 0.3639 -0.9616
C: -4.9228 0.0526 4.7652
C: -3.8442 0.1867 3.7176
C: -2.5005 0.3011 4.0770
C: -1.4644 0.5097 3.1588
C: -0.1169 0.6383 3.6084
N: 0.8092 1.4174 2.9669
C: 0.5027 2.8219 2.6554
C: 1.4300 3.4305 1.6022
C: 2.8456 2.8581 1.5940
N: 2.8084 1.5479 0.9436
C: 3.7233 1.1711 0.0206
C: 3.4599 0.4336 -1.1383
C: 4.5236 -0.0186 -1.9676
C: 4.3288 -0.5567 -3.2365
C: 5.5065 -0.9738 -4.0829
C: 3.0428 -0.6353 -3.7265
C: 1.9359 -0.2347 -2.9197
C: 0.6484 -0.1426 -3.5091
N: -0.4814 0.1406 -2.9501
C: -1.6026 0.3968 -3.8535
C: -2.8530 -0.3510 -3.4379
C: -3.5587 0.3154 -2.2811
N: -2.7949 0.2698 -1.0203
C: -3.5263 0.3412 0.0350
C: -3.1401 0.3738 1.4066
C: -4.1557 0.2470 2.3808
C: -1.8011 0.5108 1.7698
O: -0.8475 0.5555 0.8631
C: 2.1221 0.2057 -1.6125
O: 1.1046 0.4721 -0.8255
H: -4.4985 -0.1821 5.7413
H: -5.6322 -0.7342 4.5040
H: -5.4857 0.9835 4.8619
H: -2.2344 0.2648 5.1291
H: 0.1901 0.1193 4.5105
H: 1.7527 1.2749 3.2909
H: 0.5583 3.4059 3.5814
H: -0.5222 2.8836 2.2941
H: 1.4673 4.5072 1.7714
H: 1.0092 3.2917 0.6032
H: 3.2570 2.7868 2.6082
H: 3.5010 3.5205 1.0283
H: 1.8735 1.1977 0.7781
H: 4.7411 1.5079 0.1925
H: 5.5355 0.0951 -1.5909
H: 6.3813 -1.1740 -3.4648
H: 5.7734 -0.1855 -4.7900
H: 5.2814 -1.8718 -4.6588
H: 2.8562 -0.9962 -4.7335
H: 0.6307 -0.2819 -4.5916
H: -1.3159 0.1168 -4.8687
H: -1.8029 1.4718 -3.8484
H: -2.6007 -1.3855 -3.1836
H: -3.5437 -0.3793 -4.2816
H: -4.5246 -0.1670 -2.1231
H: -3.7422 1.3648 -2.5265
H: -4.6052 0.3486 -0.1292
H: -5.1895 0.1773 2.0555
F: -0.2934 4.5928 -1.3123
B: -1.4115 3.8204 -1.0628
F: -1.0273 2.4068 -1.3473
F: -1.7869 3.8436 0.2774
F: -2.4690 4.0949 -1.9205
C: -0.1141 -3.0437 -2.1980
Si: -0.6415 -2.0603 -0.6990
C: -2.3066 -2.7169 -0.1626
C: 0.5910 -2.4540 0.6422
C: 1.9644 -2.4015 0.3864
C: 2.8872 -2.7201 1.3714
C: 2.4497 -3.1014 2.6342
C: 1.0899 -3.1602 2.9055
C: 0.1693 -2.8321 1.9182
H: -0.1198 -4.0936 -1.8904
H: 0.8963 -2.7911 -2.5261
H: -0.7897 -2.9245 -3.0490
H: -2.1833 -3.7706 0.1049
H: -3.0365 -2.6492 -0.9740
H: -2.7115 -2.1809 0.7003
H: 2.3268 -2.1170 -0.5967
H: 3.9468 -2.6698 1.1523
H: 3.1684 -3.3532 3.4044
H: 0.7442 -3.4592 3.8878
H: -0.8896 -2.8687 2.1518

6.
2 unconnected molecules or ions with the total composition C5H10O, computed with the ωB97M-V functional and the def2-TZVPD basis.

Calculated values
Frontier orbital gap   10.87 eV
LUMO energy   1.15 eV
Energy above the lowest of the compared OMol25 structures with the same formula, charge and spin   50.0 kcal per mole
E   -7392.596 eV
HOMO energy   -9.7 eV
SMILES   OC1CC1.C=C

Positions of all 16 atoms, in Å:
C: 2.6478 -0.3562 0.1248
C: 2.0191 0.2225 1.1446
O: -0.1118 0.8615 -1.1724
C: -0.9443 -0.1899 -0.7990
C: -1.6262 -0.1566 0.5422
C: -2.3943 0.1367 -0.7235
H: 3.5477 0.0711 -0.3108
H: 0.7303 0.7429 -0.7081
H: 2.2851 -1.2828 -0.3152
H: 1.1149 -0.2067 1.5715
H: 2.3767 1.1498 1.5855
H: -0.6650 -1.1706 -1.1905
H: -1.8155 -1.0959 1.0560
H: -1.4017 0.6859 1.1910
H: -3.1201 -0.5878 -1.0800
H: -2.6428 1.1760 -0.9161

7.
C3H8N2O2 in the gas phase in a non-equilibrium geometry, computed with the ωB97M-V functional and the def2-TZVPD basis.

Calculated values
Frontier orbital gap   10.20 eV
LUMO energy   0.67 eV
Energy above the lowest of the compared OMol25 structures with the same formula, charge and spin   16.4 kcal per mole
E   -10316.242 eV
HOMO energy   -9.5 eV
SMILES   NC(=O)NCCO

Positions of all 15 atoms, in Å:
C: -0.5122 0.3133 -0.1173
C: -0.8971 1.0348 1.1689
O: -2.3450 1.0925 1.1665
N: 0.9264 0.2670 -0.2325
C: 1.6231 -0.6516 -0.9428
N: 0.9532 -1.7707 -1.3556
O: 2.8121 -0.4807 -1.1757
H: -0.8781 -0.7002 -0.0743
H: -1.0531 0.8616 -0.8943
H: -0.5604 0.5455 2.0846
H: -0.5412 2.0652 1.1446
H: -2.6675 1.0000 2.0721
H: 1.5101 1.0329 0.0455
H: 0.2419 -2.2549 -0.8394
H: 1.3876 -2.3547 -2.0501

8.
C5H7NO2 in the gas phase in a non-equilibrium geometry, computed with the ωB97M-V functional and the def2-TZVPD basis.

Calculated values
Frontier orbital gap   9.56 eV
LUMO energy   0.51 eV
Energy above the lowest of the compared OMol25 structures with the same formula, charge and spin   112.9 kcal per mole
E   -10878.720 eV
HOMO energy   -9.0 eV

Positions of all 15 atoms, in Å:
C: -0.0863 0.6720 -0.0783
C: 0.9365 0.2149 1.0117
C: 0.1093 -1.6722 -0.0916
C: -0.9598 -0.4432 -0.1824
C: 1.2074 0.3131 -0.8514
H: -1.3220 2.1229 0.3826
H: 1.6768 0.9954 1.0951
H: 0.8225 0.0116 2.1906
H: -0.2241 -2.1470 0.8418
H: 0.5745 -2.0952 -1.0290
H: 2.1851 0.8038 -0.6084
H: 1.2310 -0.0599 -1.9309
N: 1.2692 -0.8966 0.1154
O: -0.4170 2.1153 -0.1073
O: -2.2168 -0.5982 0.0325

9.
2 unconnected molecules or ions with the total composition CH6N2S in a non-equilibrium geometry, computed with the ωB97M-V functional and the def2-TZVPD basis.

Calculated values
Frontier orbital gap   7.23 eV
LUMO energy   0.21 eV
Energy above the lowest of the compared OMol25 structures with the same formula, charge and spin   32.5 kcal per mole
E   -14948.178 eV
HOMO energy   -7.0 eV

Positions of all 10 atoms, in Å:
S: 1.0017 -1.1466 1.7929
H: 2.0032 -0.3203 1.5559
N: 0.5428 0.8283 -0.7790
C: -0.7040 0.5192 -0.4888
N: -1.0693 -0.6614 -0.0915
H: 1.2225 0.0850 -0.6966
H: 0.7842 1.8023 -0.8486
H: -1.4090 1.3502 -0.4964
H: -1.9540 -1.0341 -0.4137
H: -0.4182 -1.4226 0.4658

Question: The lowest E belongs to which entry?
Answer: C6H19AlBr4Cl4FN2O7P2